{"formula": "C11H15BeF3NO2S2", "method": "ωB97M-V with the def2-TZVPD basis set", "symbols": ["Be", "F", "C", "F", "F", "C", "C", "C", "C", "N", "C", "S", "H", "H", "H", "C", "O", "H", "H", "H", "H", "O", "S", "C", "C", "C", "C", "H", "H", "H", "H", "H", "H", "H", "H"], "coordinates": [[-0.46362, -0.01176, 1.14396], [-4.81564, 1.06494, -1.04944], [-4.04115, 0.43529, -1.94439], [-3.30434, 1.36325, -2.57208], [-4.84522, -0.12896, -2.85555], [-3.16987, -0.59827, -1.27361], [-3.33205, -1.94162, -1.54356], [-2.53974, -2.89758, -0.90952], [-1.59622, -2.46037, -0.01325], [-1.43866, -1.15859, 0.25490], [-2.19898, -0.21681, -0.34371], [-1.75738, 1.38016, 0.22643], [-4.08436, -2.24862, -2.25751], [-2.66034, -3.95157, -1.10948], [-0.94435, -3.14602, 0.51305], [0.25361, -0.65465, 3.76644], [-0.62272, -0.04951, 2.78114], [-0.30889, -1.37967, 4.34734], [0.67028, 0.12242, 4.40033], [1.04431, -1.14647, 3.21031], [-1.36881, 0.42625, 3.16298], [1.07779, 0.02930, 0.78120], [1.60546, 0.27481, -0.65324], [3.36196, -0.10351, -0.49933], [4.10901, 1.13975, -0.97919], [3.32327, 2.32576, -0.42542], [1.86752, 2.05642, -0.79666], [3.57539, -1.02184, -1.04053], [3.49398, -0.26702, 0.57207], [4.12899, 1.17656, -2.07052], [5.14263, 1.11278, -0.63861], [3.65444, 3.27500, -0.84239], [3.43243, 2.38244, 0.65887], [1.64308, 2.30390, -1.83519], [1.10819, 2.51380, -0.16584]], "forces_ev_per_angstrom": [[-0.17, 0.02, -0.20], [0.03, -0.01, -0.07], [0.06, 0.02, 0.06], [-0.04, -0.03, 0.00], [0.01, 0.04, 0.03], [-0.09, 0.01, -0.04], [-0.03, -0.07, -0.05], [-0.04, 0.03, -0.02], [0.05, 0.05, 0.04], [0.09, 0.06, 0.03], [0.09, 0.18, 0.12], [-0.08, -0.26, -0.08], [0.00, 0.00, 0.00], [-0.01, 0.02, -0.01], [0.00, 0.01, 0.00], [-0.12, 0.08, -0.07], [0.11, -0.06, -0.03], [0.01, -0.01, 0.03], [0.02, -0.01, 0.04], [0.01, 0.01, 0.00], [0.01, -0.01, 0.03], [0.25, -0.04, 0.34], [-0.35, -0.13, -0.24], [0.07, 0.06, 0.07], [-0.01, -0.04, -0.02], [-0.04, 0.02, -0.01], [0.04, 0.01, 0.07], [0.03, 0.02, -0.03], [0.05, -0.02, -0.02], [0.00, -0.01, 0.00], [0.00, 0.02, 0.04], [0.01, 0.00, 0.00], [0.00, -0.01, 0.00], [0.03, -0.01, -0.01], [0.01, 0.07, 0.00]], "mulliken_charge": [-0.24, -0.23, 0.63, -0.23, -0.29, -0.09, -0.14, -0.82, -0.06, -0.19, 0.48, -0.35, 0.53, 0.42, 0.50, -0.51, -0.15, 0.27, 0.29, 0.23, 0.37, -0.16, 0.38, -0.61, -0.62, -0.60, -0.60, 0.42, 0.28, 0.31, 0.35, 0.37, 0.29, 0.43, 0.34], "e_homo_ev": -11.459, "e_lumo_ev": -2.661, "homo_lumo_gap_ev": 8.80, "charge": 1, "de_lowest_kcal_mol": 0.0}